(1)
C3H9N3O3 | the ωB97M-V functional and the def2-TZVPD basis

Computed properties:
Structure (SMILES): CN(CCO)N(O)N=O
LUMO in eV: 0.644
Max |F| in eV Å⁻¹: 3.075
Energy relative to the best compared isomer or geometry (same formula, charge and spin) in eV: 7.0189
Total charge: 0
DFT total energy in a.u.: -509.49391

Positions of all 18 atoms, in Å:
C  0.508  1.647  -0.586
C  1.177  -0.010  1.178
C  1.903  -0.958  0.250
H  0.729  1.066  -1.585
H  1.402  2.246  -0.303
H  -0.273  2.420  -0.871
H  1.919  0.813  1.383
H  0.790  -0.560  2.111
H  1.292  -1.590  -0.458
H  2.478  -1.704  0.983
H  3.355  -0.703  -1.218
H  -1.790  -1.278  -0.935
N  0.059  0.737  0.492
N  -1.051  -0.006  0.176
N  -2.259  0.243  0.517
O  2.829  -0.174  -0.542
O  -0.826  -0.893  -0.847
O  -3.086  -0.384  -0.168

***

(2)
C12H32F6N10O25S6 | the ωB97M-V functional and the def2-TZVPD basis

Computed properties:
LUMO in eV: 0.428
Max |F| in eV Å⁻¹: 13.017
Total charge: -2
DFT total energy in a.u.: -5892.57861

Positions of all 91 atoms, in Å:
C  -5.962  0.415  -0.341
C  -5.502  0.914  -1.665
O  -6.190  1.100  -2.690
N  -4.002  1.129  -1.809
H  -3.612  1.676  -1.055
H  -3.713  0.169  -1.692
C  -3.626  1.692  -3.202
H  -5.308  -0.080  0.377
H  -6.736  -0.342  -0.469
H  -6.489  1.245  0.131
H  -4.017  0.980  -3.928
H  -2.540  1.726  -3.114
H  -4.035  2.673  -3.446
C  3.757  3.662  -0.245
C  4.783  2.844  0.533
O  4.511  1.790  1.019
N  6.286  3.305  0.524
H  6.726  3.312  -0.385
H  6.336  4.286  0.762
C  7.139  2.613  1.592
H  3.564  4.550  0.356
H  2.816  3.144  -0.431
H  4.252  3.875  -1.193
H  6.697  2.834  2.564
H  8.170  2.962  1.655
H  7.223  1.528  1.543
C  0.606  0.972  0.463
C  -0.138  -0.291  0.323
O  0.317  -1.428  0.167
N  -1.690  -0.199  0.349
H  -2.052  0.741  0.280
H  -2.103  -0.686  -0.434
C  -2.393  -0.713  1.619
H  -0.119  1.477  1.102
H  0.681  1.474  -0.501
H  1.608  0.729  0.816
H  -2.558  0.124  2.298
H  -1.829  -1.482  2.145
H  -3.228  -1.211  1.125
C  5.611  -0.629  -2.182
C  5.799  -1.667  -1.093
O  6.845  -2.038  -0.502
N  4.373  -2.267  -0.751
H  3.680  -1.713  -1.234
H  4.260  -3.170  -1.187
C  3.979  -2.051  0.688
H  5.439  0.285  -1.613
H  4.791  -0.945  -2.828
H  6.543  -0.582  -2.746
H  2.906  -2.233  0.636
H  4.249  -1.057  1.045
H  4.424  -2.788  1.356
N  -2.935  -1.289  -1.766
S  -2.026  -1.514  -3.194
O  -2.621  -1.307  -4.439
O  -0.991  -2.534  -3.154
F  -1.127  -0.193  -3.097
S  -3.760  -2.636  -2.017
O  -3.078  -3.947  -2.077
O  -4.877  -2.406  -2.901
F  -4.593  -2.611  -0.575
N  -0.508  -5.776  2.161
S  -1.570  -6.787  1.479
O  -1.152  -7.642  0.394
O  -2.970  -6.320  1.486
F  -1.505  -7.808  2.791
S  -0.591  -4.800  0.905
O  -1.699  -3.830  0.884
O  -0.012  -5.234  -0.390
F  0.669  -3.895  1.515
N  -2.488  2.442  0.136
S  -3.244  3.409  1.037
O  -4.574  3.881  0.548
O  -2.539  4.262  2.027
F  -3.774  2.224  2.030
S  -1.917  3.792  -0.737
O  -0.683  4.500  -0.303
O  -2.864  4.580  -1.603
F  -1.185  2.772  -1.731
N  2.276  0.188  -2.864
O  2.439  -0.639  -1.942
O  2.402  1.422  -2.566
O  2.130  -0.123  -3.995
N  -2.747  -1.111  5.391
O  -1.799  -0.794  4.709
O  -2.708  -1.327  6.635
O  -3.865  -1.137  4.938
N  -0.006  2.395  3.886
O  0.517  1.304  4.020
O  -1.004  2.554  4.490
O  0.446  3.279  3.160

***

(3)
C43H53AsN2O7PTe2Zn | the ωB97M-V functional and the def2-TZVPD basis

Computed properties:
LUMO in eV: 2.075
Max |F| in eV Å⁻¹: 0.810
Total charge: -1
DFT total energy in a.u.: -7199.17674

Positions of all 110 atoms, in Å:
Zn  0.529  -0.483  -0.188
C  4.404  4.091  3.150
C  3.885  2.888  2.396
C  4.421  2.504  1.171
C  3.941  1.417  0.459
C  4.470  1.165  -0.913
O  3.735  1.064  -1.864
C  5.960  1.006  -1.102
C  6.824  0.757  -0.039
C  8.187  0.599  -0.264
C  8.692  0.692  -1.553
C  7.832  0.930  -2.621
C  6.473  1.081  -2.395
C  2.877  0.614  0.973
O  2.472  -0.455  0.373
C  2.315  1.021  2.221
C  2.840  2.130  2.893
C  1.185  0.290  2.827
N  0.392  -0.505  2.202
C  -0.683  -1.067  3.044
C  -1.589  -2.046  2.337
Te  -0.717  -3.687  1.339
C  1.191  -3.393  2.368
C  2.412  -2.841  1.999
C  3.480  -2.866  2.890
C  3.340  -3.437  4.151
C  2.124  -3.995  4.525
C  1.062  -3.975  3.627
C  1.013  0.514  4.309
C  1.752  -0.257  5.199
C  1.610  -0.070  6.569
C  0.736  0.895  7.053
C  0.002  1.668  6.162
C  0.134  1.478  4.792
H  5.257  4.536  2.635
H  4.726  3.820  4.160
H  3.637  4.864  3.252
H  5.229  3.093  0.744
H  6.423  0.674  0.964
H  8.853  0.399  0.567
H  9.756  0.574  -1.728
H  8.224  0.993  -3.629
H  5.779  1.252  -3.209
H  2.404  2.424  3.842
H  -1.323  -0.250  3.390
H  -0.252  -1.535  3.930
H  -2.095  -1.579  1.495
H  -2.345  -2.440  3.015
H  2.525  -2.366  1.030
H  4.423  -2.420  2.598
H  4.178  -3.449  4.838
H  2.007  -4.444  5.504
H  0.112  -4.428  3.920
H  2.432  -1.011  4.816
H  2.186  -0.678  7.257
H  0.630  1.043  8.121
H  -0.678  2.426  6.536
H  -0.433  2.071  4.082
O  0.524  1.803  -2.619
C  0.419  2.224  -1.489
C  0.717  3.667  -1.099
C  0.230  3.765  0.338
C  -0.277  2.361  0.656
O  -0.863  2.102  1.698
N  -0.012  1.495  -0.381
H  0.205  4.334  -1.792
H  1.791  3.825  -1.210
H  -0.579  4.480  0.488
H  1.022  3.995  1.052
C  -5.101  -1.394  1.259
C  -5.013  -0.083  0.474
As  -3.187  0.233  -0.219
C  -3.397  -0.808  -1.886
C  -2.611  -0.223  -3.061
C  -3.483  2.040  -0.941
C  -4.817  2.288  -1.636
H  -6.138  -1.642  1.501
H  -4.549  -1.319  2.199
H  -4.668  -2.228  0.699
H  -5.282  0.764  1.111
H  -5.710  -0.092  -0.366
H  -4.459  -0.902  -2.129
H  -3.033  -1.811  -1.649
H  -3.015  0.742  -3.376
H  -2.649  -0.895  -3.923
H  -1.556  -0.073  -2.816
H  -2.652  2.226  -1.625
H  -3.347  2.724  -0.098
H  -4.995  1.561  -2.432
H  -4.839  3.284  -2.088
H  -5.651  2.225  -0.936
C  -3.482  -5.922  -0.236
C  -3.382  -4.863  0.857
O  -2.680  -3.739  0.430
P  -0.008  -3.328  -1.629
O  -0.442  -2.498  -0.195
Te  1.236  -1.496  -2.551
O  1.085  -4.256  -0.725
C  1.967  -5.146  -1.393
C  2.357  -6.249  -0.430
H  -4.037  -6.804  0.105
H  -2.479  -6.229  -0.542
H  -3.983  -5.500  -1.109
H  -2.912  -5.335  1.747
H  -4.392  -4.574  1.185
H  2.842  -4.581  -1.724
H  1.482  -5.560  -2.286
H  2.880  -5.825  0.430
H  3.006  -6.979  -0.918
H  1.461  -6.760  -0.069

***

(4)
C5H9NO | the ωB97M-V functional and the def2-TZVPD basis

Computed properties:
Structure (SMILES): C/N=C(/C)O.C#C
LUMO in eV: 0.719
Max |F| in eV Å⁻¹: 4.086
Energy relative to the best compared isomer or geometry (same formula, charge and spin) in eV: 5.4032
Total charge: 0
DFT total energy in a.u.: -325.73899

Positions of all 16 atoms, in Å:
C  0.936  -1.517  -0.471
C  -0.314  -1.461  1.731
C  0.972  -0.523  -1.160
C  -0.385  1.952  0.259
C  -0.635  0.486  0.468
N  -0.086  0.010  1.526
O  -1.536  -0.101  -0.317
H  1.224  -2.487  -0.472
H  0.390  -2.029  1.100
H  0.024  -1.659  2.710
H  -1.346  -1.570  1.500
H  0.725  0.437  -1.566
H  -1.296  2.446  0.107
H  0.250  2.280  -0.596
H  0.139  2.371  1.153
H  -1.739  0.443  -1.064